Molecular formula: C51H63AsBClN6O4W
Method: DFT, ωB97M-V/def2-TZVPD

Atoms and positions in Å:
W  0.549  -0.002  -0.827
C  1.440  -3.909  3.777
C  1.102  -2.455  3.796
C  0.679  -1.736  4.884
C  0.466  -0.424  4.417
N  0.745  -0.352  3.119
N  1.152  -1.600  2.734
B  1.636  -2.043  1.357
N  2.722  -1.192  0.629
N  2.519  -0.115  -0.220
C  3.690  0.163  -0.834
C  4.664  -0.662  -0.309
C  4.025  -1.509  0.598
C  4.646  -2.577  1.428
C  3.810  1.156  -1.959
C  2.425  1.662  -2.354
C  4.707  2.326  -1.526
C  4.452  0.449  -3.162
N  0.475  -2.482  0.358
N  -0.532  -1.704  -0.210
C  -1.389  -2.521  -0.864
C  -0.897  -3.820  -0.757
C  0.280  -3.757  -0.037
C  1.212  -4.890  0.225
C  -2.735  -2.170  -1.476
C  -2.777  -2.603  -2.946
C  -3.123  -0.698  -1.371
C  -3.778  -2.994  -0.696
C  -0.019  0.746  5.249
C  -1.554  0.771  5.294
C  0.491  2.077  4.701
C  0.492  0.577  6.685
H  1.346  -4.298  4.789
H  2.456  -4.106  3.435
H  0.748  -4.472  3.148
H  0.558  -2.115  5.884
H  2.186  -3.075  1.550
H  5.709  -0.676  -0.569
H  5.726  -2.547  1.306
H  4.292  -3.563  1.129
H  4.409  -2.440  2.482
H  1.864  1.998  -1.469
H  1.857  0.924  -2.928
H  2.497  2.546  -2.989
H  4.191  2.978  -0.827
H  4.994  2.912  -2.400
H  5.618  1.966  -1.047
H  3.920  -0.471  -3.409
H  5.494  0.199  -2.965
H  4.426  1.108  -4.030
H  -1.357  -4.716  -1.136
H  0.793  -5.795  -0.210
H  1.390  -5.068  1.283
H  2.175  -4.699  -0.251
H  -2.172  -1.948  -3.570
H  -3.803  -2.544  -3.312
H  -2.438  -3.632  -3.077
H  -2.399  -0.038  -1.842
H  -3.279  -0.398  -0.333
H  -4.067  -0.556  -1.899
H  -3.638  -4.065  -0.845
H  -4.776  -2.735  -1.052
H  -3.730  -2.783  0.373
H  -1.982  1.052  4.334
H  -1.955  -0.204  5.574
H  -1.887  1.497  6.039
H  0.180  2.888  5.362
H  1.580  2.097  4.629
H  0.079  2.285  3.710
H  0.047  -0.293  7.169
H  0.221  1.452  7.276
H  1.577  0.468  6.713
O  -0.583  1.424  -1.021
As  -0.786  1.818  0.823
C  -1.677  3.485  0.519
C  -1.645  4.361  1.601
C  -2.298  5.579  1.498
C  -2.968  5.908  0.326
C  -2.990  5.025  -0.745
C  -2.344  3.798  -0.652
C  1.021  2.459  1.129
C  2.014  2.079  2.027
C  3.155  2.851  2.183
C  3.328  4.012  1.451
C  2.369  4.382  0.506
C  1.243  3.613  0.332
C  -2.111  0.770  1.762
C  -1.969  -0.528  2.245
C  -3.051  -1.155  2.832
C  -4.278  -0.511  2.931
C  -4.425  0.773  2.433
C  -3.350  1.418  1.840
H  -1.116  4.111  2.516
H  -2.284  6.270  2.330
H  -3.473  6.861  0.246
H  -3.511  5.287  -1.655
H  -2.366  3.106  -1.484
H  1.864  1.181  2.609
H  3.902  2.540  2.901
H  4.204  4.629  1.598
H  2.503  5.274  -0.091
H  0.519  3.930  -0.409
H  -1.026  -1.037  2.189
H  -2.928  -2.156  3.225
H  -5.118  -1.010  3.396
H  -5.374  1.285  2.508
H  -3.496  2.422  1.479
C  -1.150  1.452  -5.237
C  -1.722  0.142  -5.707
C  -3.061  0.039  -6.068
C  -3.586  -1.158  -6.527
Cl  -5.269  -1.250  -6.927
C  -2.784  -2.275  -6.682
C  -1.447  -2.189  -6.330
C  -0.942  -1.007  -5.813
O  0.402  -0.932  -5.436
C  0.829  -1.837  -4.451
C  0.665  -1.277  -3.060
O  1.459  -1.559  -2.114
O  -0.241  -0.442  -2.760
H  -1.790  2.276  -5.550
H  -0.155  1.615  -5.649
H  -1.065  1.476  -4.150
H  -3.706  0.907  -6.002
H  -3.197  -3.190  -7.084
H  -0.796  -3.043  -6.469
H  1.885  -2.054  -4.608
H  0.287  -2.789  -4.471

The net charge is +2. As for the HOMO energy (alpha / beta): -12.50 / -12.50 eV.

Atomic partial charges in e from the Löwdin method, atoms 1 to 99: 1.714 -0.010 -0.250 0.042 -0.236 0.072 0.013 -0.500 0.062 -0.074 -0.207 0.077 -0.211 0.015 -0.512 -0.035 -0.004 -0.013 0.035 -0.054 -0.196 0.056 -0.232 0.010 -0.512 -0.017 -0.028 -0.022 -0.525 -0.026 -0.040 -0.044 0.093 0.082 0.080 0.120 0.092 0.136 0.097 0.092 0.100 0.043 0.074 0.125 0.060 0.102 0.097 0.087 0.096 0.102 0.132 0.097 0.066 0.100 0.063 0.103 0.094 0.051 0.068 0.104 0.090 0.099 0.081 0.055 0.095 0.097 0.100 0.088 0.044 0.086 0.092 0.097 -0.527 1.403 -0.386 -0.093 -0.040 -0.041 -0.042 -0.076 -0.322 -0.117 -0.040 -0.040 -0.057 -0.121 -0.318 -0.119 -0.056 -0.031 -0.038 -0.088 0.114 0.120 0.120 0.119 0.109 0.062 0.123

***

Molecular formula: C51H65AsBN8ORuSe
Method: DFT, ωB97M-V/def2-TZVPD

Atoms and positions in Å:
Ru  0.086  -0.199  0.211
C  -2.705  -2.380  -2.941
C  -2.793  -1.385  -1.771
C  -4.269  -1.098  -1.493
C  -2.084  -0.116  -2.136
C  -2.467  0.736  -3.143
C  -1.498  1.730  -3.224
C  -1.694  2.900  -4.155
C  -0.500  3.429  -4.934
C  -2.453  4.001  -3.398
N  -0.554  1.465  -2.300
N  -0.924  0.338  -1.607
B  0.797  2.150  -1.912
N  0.677  2.798  -0.483
N  0.681  1.926  0.579
C  1.016  2.622  1.680
C  1.164  3.953  1.337
C  0.942  4.044  -0.031
C  0.946  5.395  -0.720
C  0.830  5.494  -2.233
C  -0.180  6.236  -0.095
C  1.309  2.038  3.038
C  0.710  2.892  4.159
C  0.863  0.596  3.187
N  1.985  1.122  -1.862
N  2.002  0.055  -0.980
C  3.244  -0.458  -0.987
C  4.008  0.230  -1.917
C  3.215  1.233  -2.426
C  3.774  2.317  -3.307
C  4.120  3.542  -2.453
C  2.986  2.673  -4.565
C  3.878  -1.493  -0.084
C  4.243  -2.769  -0.848
C  3.172  -1.814  1.233
H  -2.956  -3.389  -2.612
H  -1.721  -2.399  -3.404
H  -3.415  -2.098  -3.718
H  -2.334  -1.819  -0.877
H  -4.768  -0.779  -2.408
H  -4.399  -0.308  -0.755
H  -4.769  -1.999  -1.139
H  -3.341  0.664  -3.766
H  -2.385  2.500  -4.901
H  0.173  4.015  -4.321
H  -0.868  4.079  -5.728
H  0.063  2.622  -5.397
H  -1.894  4.346  -2.529
H  -3.418  3.636  -3.046
H  -2.627  4.853  -4.054
H  1.050  2.981  -2.702
H  1.435  4.766  1.987
H  1.898  5.846  -0.421
H  -0.097  5.049  -2.582
H  1.659  5.041  -2.767
H  0.805  6.550  -2.503
H  -1.153  5.811  -0.353
H  -0.144  7.250  -0.488
H  -0.106  6.291  0.990
H  2.398  2.073  3.143
H  -0.379  2.913  4.095
H  1.073  3.917  4.124
H  0.982  2.480  5.130
H  -0.201  0.534  3.408
H  1.410  0.081  3.977
H  1.052  0.025  2.265
H  5.050  0.070  -2.140
H  4.724  1.893  -3.641
H  3.244  3.910  -1.922
H  4.507  4.345  -3.079
H  4.878  3.297  -1.710
H  2.266  3.461  -4.378
H  2.459  1.810  -4.973
H  3.671  3.034  -5.331
H  4.829  -1.021  0.179
H  3.350  -3.303  -1.178
H  4.815  -3.439  -0.207
H  4.845  -2.548  -1.728
H  2.730  -2.807  1.219
H  2.388  -1.094  1.474
H  3.878  -1.789  2.062
Se  0.573  -3.113  -1.832
N  0.300  -2.447  -0.191
C  0.259  -3.472  0.659
C  0.152  -3.392  2.079
C  0.143  -4.543  2.794
C  0.234  -5.835  2.173
C  0.359  -5.958  0.833
C  0.391  -4.767  0.038
N  0.554  -4.767  -1.273
H  0.090  -2.426  2.556
H  0.071  -4.497  3.873
H  0.218  -6.715  2.800
H  0.448  -6.916  0.343
O  -1.467  -0.755  1.465
As  -3.008  -0.396  2.111
C  -2.890  -0.388  4.016
C  -1.862  -1.027  4.697
C  -1.871  -1.048  6.084
C  -2.904  -0.439  6.781
C  -3.939  0.186  6.097
C  -3.936  0.211  4.712
C  -3.482  1.351  1.513
C  -2.468  2.294  1.666
C  -2.667  3.600  1.254
C  -3.883  3.966  0.693
C  -4.898  3.032  0.551
C  -4.704  1.719  0.958
C  -4.199  -1.825  1.696
C  -3.588  -3.065  1.520
C  -4.371  -4.186  1.291
C  -5.754  -4.072  1.261
C  -6.359  -2.840  1.465
C  -5.585  -1.710  1.679
H  -1.073  -1.523  4.152
H  -1.074  -1.544  6.622
H  -2.907  -0.455  7.862
H  -4.746  0.654  6.644
H  -4.745  0.707  4.185
H  -1.520  2.013  2.108
H  -1.876  4.326  1.381
H  -4.043  4.986  0.371
H  -5.846  3.321  0.118
H  -5.504  1.008  0.829
H  -2.509  -3.155  1.552
H  -3.903  -5.150  1.150
H  -6.364  -4.948  1.089
H  -7.437  -2.758  1.459
H  -6.076  -0.765  1.855

The net charge is +2. As for the spin multiplicity: 6. As for the HOMO energy (alpha / beta): -13.52 / -13.42 eV. As for the expectation value of S²: 8.758.

Atomic partial charges in e from the Löwdin method, atoms 1 to 99: 1.603 -0.065 -0.368 -0.045 -0.252 0.050 -0.150 -0.330 -0.047 -0.034 0.070 -0.024 -0.457 0.071 -0.019 -0.253 0.030 -0.167 -0.322 -0.059 -0.050 -0.340 -0.041 -0.083 0.057 -0.019 -0.248 0.037 -0.177 -0.337 -0.030 -0.047 -0.340 -0.050 -0.052 0.090 0.035 0.089 0.090 0.091 0.053 0.085 0.135 0.139 0.034 0.097 0.087 0.058 0.083 0.095 0.090 0.128 0.150 0.045 0.055 0.100 0.073 0.090 0.078 0.153 0.082 0.080 0.091 0.045 0.108 -0.008 0.134 0.136 0.055 0.095 0.090 0.042 0.089 0.092 0.141 0.035 0.093 0.085 0.064 0.020 0.096 1.216 -0.333 -0.386 -0.064 -0.034 -0.042 0.006 -0.361 -0.185 0.076 0.118 0.118 0.128 -0.602 1.290 -0.303 -0.099 -0.053

***

Molecular formula: C51H68F7N3O39S4
Method: DFT, ωB97M-V/def2-TZVPD

Atoms and positions in Å:
C  -1.624  9.654  7.145
C  -2.411  9.571  5.941
C  -2.273  8.469  5.101
C  -1.342  7.466  5.342
C  -0.558  7.532  6.516
C  -0.652  8.634  7.369
N  -1.246  6.278  4.487
O  -1.543  6.353  3.301
O  -0.789  5.251  5.056
H  -1.725  10.449  7.869
H  -3.158  10.293  5.645
H  -2.770  8.447  4.142
H  0.215  6.820  6.763
H  -0.088  8.643  8.291
C  -0.385  -4.314  -8.619
C  -0.649  -5.618  -8.172
C  -0.668  -5.803  -6.836
C  -0.589  -4.716  -5.878
C  -0.341  -3.485  -6.413
C  -0.183  -3.208  -7.770
N  -0.497  -4.987  -4.405
O  -0.318  -4.070  -3.617
O  -0.633  -6.118  -4.053
H  -0.249  -4.177  -9.682
H  -0.745  -6.503  -8.783
H  -0.619  -6.810  -6.450
H  -0.205  -2.651  -5.741
H  0.098  -2.228  -8.127
C  6.445  5.272  -3.739
C  5.364  6.042  -4.166
C  4.210  5.369  -4.610
C  4.152  3.974  -4.503
C  5.280  3.218  -4.153
C  6.450  3.880  -3.706
N  2.917  3.218  -4.859
O  2.995  2.043  -4.624
O  2.073  3.800  -5.550
H  7.292  5.913  -3.544
H  5.422  7.097  -4.388
H  3.360  5.892  -5.021
H  5.324  2.141  -4.080
H  7.286  3.287  -3.366
O  8.785  -0.547  5.591
S  8.606  -0.666  4.152
O  9.695  -1.115  3.229
O  7.365  -1.727  3.956
C  6.198  -1.717  4.768
C  6.130  -2.809  5.912
C  7.619  0.785  3.491
H  5.357  -1.990  4.131
H  5.969  -0.680  5.014
H  5.205  -2.786  6.488
H  6.990  -2.534  6.524
H  6.280  -3.760  5.400
H  7.258  0.470  2.512
H  8.447  1.452  3.251
H  6.966  1.167  4.275
O  0.683  2.467  -0.201
S  0.968  1.414  0.751
O  1.572  1.699  2.093
O  -0.448  0.497  0.963
C  -1.269  0.253  -0.128
C  -2.114  1.555  -0.162
C  1.948  0.050  0.093
H  -1.947  -0.575  0.080
H  -0.606  0.131  -0.984
H  -3.095  1.530  0.311
H  -2.411  1.630  -1.208
H  -1.643  2.520  0.028
H  2.926  0.453  -0.167
H  1.380  -0.224  -0.796
H  1.905  -0.673  0.908
O  8.228  -0.969  -1.924
S  8.128  -2.426  -2.134
O  6.770  -3.045  -2.191
O  8.817  -2.780  -3.540
C  9.980  -1.897  -3.803
C  10.517  -2.244  -5.183
C  9.121  -3.454  -0.981
H  10.721  -2.133  -3.040
H  9.735  -0.840  -3.903
H  9.711  -1.962  -5.861
H  10.952  -3.242  -5.233
H  11.284  -1.472  -5.244
H  10.152  -3.102  -0.980
H  9.312  -4.404  -1.480
H  8.604  -3.491  -0.022
O  -4.752  -1.016  -8.675
S  -5.773  -0.652  -7.748
O  -6.938  0.135  -8.193
O  -6.343  -2.050  -6.892
C  -7.240  -2.937  -7.556
C  -7.552  -4.026  -6.570
C  -4.999  0.184  -6.144
H  -6.758  -3.224  -8.490
H  -8.075  -2.320  -7.888
H  -6.806  -4.814  -6.672
H  -8.494  -4.567  -6.660
H  -7.642  -3.577  -5.581
H  -3.991  -0.165  -5.919
H  -5.773  -0.240  -5.504
H  -4.984  1.264  -6.295
C  -4.340  -4.678  4.254
C  -5.046  -4.126  5.455
O  -6.345  -4.547  5.302
C  -6.339  -5.679  4.554
O  -7.247  -6.263  4.120
O  -5.115  -5.850  4.167
F  -4.983  -2.806  5.479
H  -3.267  -4.841  4.352
H  -4.494  -3.929  3.478
H  -4.644  -4.529  6.385
C  -5.968  2.331  4.122
C  -7.383  2.385  3.626
O  -7.464  3.550  2.820
C  -6.224  4.241  2.933
O  -5.979  5.336  2.490
O  -5.397  3.507  3.560
F  -8.263  2.626  4.612
H  -5.343  1.449  3.982
H  -5.883  2.560  5.185
H  -7.664  1.453  3.136
C  0.340  0.274  7.551
C  1.752  0.163  7.072
O  1.496  -0.989  6.209
C  0.266  -0.977  5.695
O  -0.113  -1.715  4.792
O  -0.428  -0.053  6.396
F  2.537  -0.186  8.132
H  0.251  1.334  7.788
H  0.097  -0.380  8.389
H  2.172  1.012  6.531
C  -8.653  4.955  -2.211
C  -10.079  4.514  -1.752
O  -9.933  3.143  -1.337
C  -8.641  2.695  -1.726
O  -8.017  1.649  -1.399
O  -8.102  3.627  -2.580
F  -11.038  4.586  -2.670
H  -8.315  5.445  -1.298
H  -8.858  5.698  -2.981
H  -10.467  5.183  -0.984
C  3.655  6.362  2.333
C  4.910  6.273  1.497
O  5.870  6.149  2.540
C  5.294  5.745  3.670
O  5.888  5.289  4.608
O  3.942  5.684  3.484
F  5.331  7.390  0.909
H  2.838  5.744  1.959
H  3.351  7.401  2.456
H  5.082  5.450  0.803
C  -5.222  -6.059  -0.989
C  -5.435  -6.416  -2.428
O  -4.987  -5.289  -3.183
C  -4.666  -4.234  -2.383
O  -4.391  -3.108  -2.716
O  -4.850  -4.676  -1.066
F  -6.711  -6.640  -2.597
H  -4.452  -6.635  -0.475
H  -6.182  -6.234  -0.503
H  -4.915  -7.358  -2.597
C  1.365  -5.798  1.454
C  2.180  -6.938  0.809
O  1.386  -8.080  0.833
C  0.310  -7.868  1.572
O  -0.510  -8.733  1.815
O  0.268  -6.576  1.950
F  3.341  -7.050  1.531
H  0.821  -5.090  0.829
H  1.880  -5.433  2.343
H  2.475  -6.569  -0.174

The net charge is 0. As for the HOMO energy: -10.00 eV.

Atomic partial charges in e from the Löwdin method, atoms 1 to 99: -0.037 -0.053 -0.022 -0.145 -0.008 -0.068 -0.323 0.089 0.042 0.096 0.100 0.118 0.113 0.100 -0.058 -0.079 -0.017 -0.100 -0.034 -0.039 -0.362 0.063 0.080 0.101 0.112 0.111 0.117 0.110 -0.090 -0.066 -0.001 -0.134 0.003 -0.052 -0.346 0.081 0.068 0.101 0.106 0.113 0.114 0.104 -0.300 0.698 -0.311 -0.305 -0.277 -0.037 -0.086 0.111 0.099 0.073 0.065 0.076 0.072 0.057 0.068 -0.293 0.704 -0.326 -0.298 -0.261 -0.073 -0.103 0.130 0.102 0.071 0.071 0.067 0.076 0.056 0.076 -0.320 0.660 -0.328 -0.269 -0.263 -0.066 -0.099 0.113 0.115 0.088 0.085 0.082 0.058 0.070 0.075 -0.306 0.715 -0.322 -0.307 -0.299 -0.063 -0.044 0.116 0.111 0.080 0.077 0.085